C43H36P2SeSiTa | ωB97M-V with the def2-TZVPD basis set

```
84
Properties=species:S:1:pos:R:3:forces:R:3:mulliken_charge:R:1
Ta -0.181912 0.290535 -0.716060 -0.001 1.003 0.219 0.768
C 0.256123 1.876509 2.683167 0.123 0.369 0.431 -1.126
Si -0.222658 0.260504 1.983559 0.165 -0.183 -1.080 0.132
C 1.007641 -1.090094 2.333130 0.036 -0.177 0.466 0.756
C 0.949372 -1.712125 3.580389 0.147 -0.127 0.031 -0.751
C 1.893128 -2.670874 3.947223 -0.079 0.073 -0.048 -0.859
C 2.905319 -3.025874 3.068203 0.016 -0.013 -0.052 -0.850
C 2.975986 -2.434552 1.811621 0.008 -0.060 0.090 -1.195
C 2.035776 -1.470963 1.458446 0.112 -0.030 0.072 0.880
P 2.105109 -0.702134 -0.150682 -0.458 -0.492 0.112 0.691
C 3.048391 -1.684443 -1.280527 0.112 0.026 -0.249 0.479
C 2.549344 -2.938791 -1.647234 -0.006 -0.065 -0.041 0.037
C 3.303779 -3.752724 -2.472051 0.060 0.046 -0.012 -0.757
C 4.543305 -3.312607 -2.931783 -0.022 -0.045 -0.019 -0.579
C 5.030041 -2.061524 -2.577596 -0.044 0.047 0.027 -0.773
C 4.281269 -1.233811 -1.751154 0.091 -0.101 -0.083 -0.576
C 2.682855 0.968285 -0.079662 -0.003 0.265 -0.028 1.257
C 3.411925 1.509071 0.981530 0.018 0.142 -0.001 -1.081
C 3.810547 2.833015 0.911090 -0.039 -0.002 -0.035 -0.570
C 3.476437 3.614031 -0.198233 0.049 -0.007 0.024 -0.670
C 2.747939 3.085251 -1.253406 0.077 -0.088 -0.040 -0.981
C 2.339482 1.757590 -1.188428 -0.057 0.054 0.009 -0.762
C -1.956379 -0.201746 2.398457 -0.233 0.035 0.418 0.723
C -2.355981 -0.082388 3.733150 -0.172 -0.026 0.019 -0.281
C -3.627783 -0.478245 4.131877 0.072 0.014 -0.048 -0.875
C -4.521644 -0.998672 3.203267 -0.009 0.000 -0.025 -0.894
C -4.151788 -1.113135 1.871185 -0.014 0.017 0.116 -0.269
C -2.878644 -0.701707 1.478146 -0.287 -0.162 0.040 0.220
P -2.379391 -0.914492 -0.218854 0.289 0.023 0.353 0.587
C -2.083682 -2.633477 -0.588475 0.129 -0.070 -0.073 0.234
C -0.898644 -3.178940 -0.080075 0.018 -0.069 -0.018 -0.133
C -0.633189 -4.529208 -0.242379 -0.078 -0.014 -0.036 -0.806
C -1.552225 -5.329017 -0.912447 0.023 -0.016 0.013 -0.698
C -2.728155 -4.786305 -1.420874 -0.010 0.053 -0.018 -0.749
C -3.001412 -3.434995 -1.265323 0.027 -0.124 -0.070 -0.526
C -3.513649 -0.192907 -1.378963 -0.021 0.063 -0.235 1.078
C -4.508233 0.695671 -0.966682 -0.033 0.062 -0.038 -0.518
C -5.316553 1.296866 -1.917760 0.033 -0.005 0.010 -0.835
C -5.119106 1.036099 -3.270233 0.007 0.012 -0.028 -0.526
C -4.115731 0.168598 -3.686737 0.008 0.029 0.045 -0.867
C -3.306961 -0.447846 -2.744462 -0.034 0.040 -0.027 -0.616
H 0.486033 1.754509 3.748183 0.012 0.066 -0.056 0.569
H -0.571015 2.581854 2.590942 0.029 0.022 0.018 0.442
H 1.144047 2.276069 2.195543 0.016 0.089 0.029 0.282
H 0.161892 -1.464116 4.285246 0.031 -0.005 -0.044 0.444
H 1.830311 -3.141825 4.919830 0.009 0.006 -0.017 0.487
H 3.638509 -3.769123 3.352677 -0.012 0.012 0.003 0.484
H 3.757667 -2.728165 1.121252 -0.020 0.016 -0.005 0.562
H 1.585752 -3.283357 -1.283878 0.070 0.038 -0.019 0.091
H 2.932555 -4.727689 -2.758709 0.013 0.015 -0.004 0.477
H 5.132290 -3.953305 -3.575366 -0.009 0.014 0.012 0.431
H 5.993050 -1.729538 -2.942330 -0.020 -0.009 0.009 0.458
H 4.664424 -0.258769 -1.474938 -0.013 -0.017 0.019 0.459
H 3.687818 0.894659 1.829887 -0.042 -0.010 0.005 0.529
H 4.399026 3.260846 1.713052 -0.010 -0.006 -0.029 0.490
H 3.804773 4.644833 -0.241516 0.000 -0.026 -0.010 0.496
H 2.524909 3.688632 -2.122004 0.008 -0.017 0.035 0.651
H 1.851388 1.308379 -2.067694 0.049 -0.012 0.003 0.834
H -1.680363 0.324481 4.479692 -0.029 -0.003 -0.046 0.501
H -3.919983 -0.381431 5.169447 -0.010 -0.007 -0.017 0.487
H -5.509149 -1.311748 3.515621 0.016 0.002 0.002 0.461
H -4.853950 -1.521163 1.152797 0.011 0.018 -0.004 0.561
H -0.201547 -2.564535 0.487944 -0.070 -0.017 0.029 0.495
H 0.273872 -4.961722 0.161024 -0.019 0.006 0.006 0.597
H -1.354502 -6.386173 -1.034632 -0.010 0.016 -0.002 0.450
H -3.436415 -5.419987 -1.938151 0.009 0.004 0.020 0.480
H -3.918458 -3.018713 -1.663684 0.008 0.004 0.025 0.497
H -4.658309 0.911013 0.083317 0.002 -0.010 0.004 0.464
H -6.106467 1.966836 -1.604640 0.015 -0.009 -0.011 0.488
H -5.754752 1.513034 -4.005177 -0.001 -0.028 0.012 0.460
H -3.977236 -0.038035 -4.739695 0.010 0.010 0.020 0.470
H -2.550529 -1.154240 -3.072193 -0.010 -0.033 0.018 0.455
Se -1.047216 2.526495 -0.650849 -0.220 -1.010 -0.222 -0.056
C -0.151567 4.198436 -0.775341 0.041 -0.051 0.053 0.925
C 0.206938 4.878548 0.376181 0.103 0.246 -0.146 -0.245
C 0.787426 6.132311 0.220619 -0.018 -0.070 0.057 -0.778
C 0.980759 6.663399 -1.049329 0.031 0.017 0.015 -0.565
C 0.590255 5.959404 -2.181696 -0.043 -0.091 -0.071 -0.572
C 0.007367 4.703485 -2.057916 0.097 0.308 0.111 -0.680
H 0.041088 4.464506 1.360100 -0.014 0.005 -0.006 0.363
H 1.073704 6.698831 1.097172 0.007 0.001 -0.019 0.487
H 1.427900 7.642584 -1.157495 -0.022 0.007 0.005 0.451
H 0.723379 6.389040 -3.166104 0.009 0.009 0.022 0.449
H -0.315696 4.153028 -2.931532 -0.019 0.004 0.006 0.447
```
Forces are in eV/Å.

## Properties
E in eV: -138502.698
Maximum force in eV/Å: 1.11
2S+1: 1
Total charge: +3
ΔE to the lowest compared entry with this formula, charge and spin in eV: 1.187
E_HOMO in eV: -16.630